{
  "formula": "C96H216N8O16",
  "method": "ωB97M-V/def2-TZVPD",
  "species": ["C", "H", "H", "H", "O", "H", "H", "C", "H", "H", "H", "H", "H", "H", "O", "C", "O", "H", "C", "H", "H", "C", "C", "H", "H", "H", "H", "H", "C", "C", "H", "H", "H", "H", "H", "H", "H", "H", "H", "C", "H", "C", "H", "O", "C", "C", "H", "H", "C", "H", "H", "C", "C", "H", "C", "H", "C", "H", "H", "H", "C", "C", "H", "C", "H", "H", "C", "H", "H", "H", "C", "C", "H", "H", "C", "H", "C", "H", "O", "C", "H", "H", "H", "H", "O", "H", "H", "C", "H", "H", "H", "H", "H", "C", "O", "N", "H", "N", "C", "C", "H", "H", "H", "H", "H", "O", "H", "H", "H", "H", "H", "N", "H", "C", "H", "C", "H", "H", "H", "H", "C", "H", "H", "H", "C", "H", "H", "C", "H", "H", "O", "C", "C", "H", "H", "H", "H", "C", "C", "C", "C", "H", "H", "C", "H", "H", "H", "C", "C", "C", "C", "C", "H", "H", "H", "C", "C", "H", "H", "H", "C", "H", "H", "C", "C", "H", "H", "H", "H", "H", "H", "H", "H", "H", "H", "H", "C", "C", "H", "H", "H", "C", "N", "H", "H", "H", "H", "C", "C", "H", "H", "H", "C", "H", "H", "C", "H", "H", "C", "O", "H", "H", "H", "C", "H", "C", "H", "C", "H", "H", "C", "H", "H", "H", "H", "H", "H", "H", "H", "C", "H", "H", "O", "O", "H", "C", "C", "N", "H", "H", "H", "C", "C", "H", "H", "H", "H", "N", "H", "H", "H", "H", "H", "H", "O", "C", "C", "H", "C", "C", "C", "H", "H", "H", "C", "H", "C", "H", "C", "H", "C", "H", "H", "C", "H", "H", "H", "H", "H", "H", "H", "H", "H", "H", "H", "H", "O", "C", "H", "H", "C", "H", "H", "H", "H", "H", "C", "H", "N", "H", "H", "C", "C", "C", "H", "C", "H", "H", "C", "H", "C", "H", "C", "C", "H", "H", "H", "H", "H", "C", "C", "O", "N", "C", "O", "H", "H", "H", "H", "H", "H", "H", "H", "H", "H", "H", "H", "H", "H", "H", "H", "C", "C", "H", "H", "C"],
  "coordinates": [[17.05380, 18.95625, 17.85559], [15.24748, 24.28383, 13.53434], [17.83234, 16.67294, 19.98356], [21.29574, 22.74763, 14.11604], [15.05599, 17.88360, 22.21663], [17.86034, 22.96574, 17.70497], [21.22033, 18.73777, 14.30235], [18.61794, 16.64906, 16.53556], [14.72225, 18.60990, 12.73584], [14.33168, 14.71611, 22.11274], [16.20578, 8.78520, 21.57144], [12.23388, 8.93848, 18.50261], [13.33746, 25.31260, 14.64195], [20.03015, 23.58662, 15.07392], [16.32465, 13.63346, 11.19679], [10.55234, 14.65932, 14.12593], [12.12920, 21.96873, 13.21583], [14.20321, 11.47966, 18.53024], [23.15538, 14.92677, 15.69085], [21.35126, 14.53490, 22.56977], [17.19353, 20.74840, 19.03699], [20.48586, 20.14948, 12.82895], [20.24844, 16.69212, 18.43634], [11.66114, 12.94797, 16.97030], [12.06112, 12.70002, 14.69890], [20.49821, 12.78665, 19.29549], [12.98672, 18.03793, 11.97435], [23.74071, 17.50985, 13.77677], [14.75196, 22.93276, 15.60598], [23.16134, 20.31492, 20.39836], [18.12004, 16.37513, 22.73799], [16.44629, 12.92853, 22.53972], [14.54825, 17.71229, 8.63270], [26.01994, 14.04121, 14.04941], [22.80714, 19.31599, 20.66092], [19.14323, 25.17809, 16.99743], [13.07995, 21.22500, 19.58194], [12.84255, 13.55094, 13.36147], [18.15284, 20.77144, 15.17919], [18.62935, 23.51898, 18.27333], [24.07349, 19.95072, 17.82238], [14.03969, 17.48517, 9.57156], [9.95895, 13.78648, 14.37131], [13.71308, 21.04898, 10.76333], [16.26133, 9.55980, 22.33668], [13.88511, 10.54927, 18.04974], [15.51064, 17.57362, 18.47600], [20.76571, 11.16142, 19.94007], [16.36126, 10.94888, 21.84281], [16.15264, 18.73102, 19.80751], [15.70072, 16.25418, 10.21594], [14.83629, 22.93051, 23.54035], [18.95284, 13.77697, 10.29376], [18.20304, 13.27149, 17.96406], [15.62872, 21.69738, 23.27382], [16.14637, 16.17266, 22.79964], [12.47266, 18.53130, 11.25649], [12.11264, 10.54222, 19.24179], [15.04044, 19.19123, 18.39582], [20.30763, 24.07903, 13.38540], [20.96474, 16.68798, 22.87897], [16.63637, 20.77403, 10.77436], [15.08073, 11.84580, 12.31880], [20.33199, 23.18681, 14.07018], [17.72925, 17.26742, 25.08331], [12.89130, 21.93257, 21.19299], [18.78871, 16.96224, 18.04737], [17.72448, 20.88463, 23.75664], [20.52475, 15.68540, 18.13772], [22.12281, 14.08719, 17.31820], [12.71556, 15.44957, 17.26063], [24.01276, 13.50862, 13.73055], [16.92845, 18.00245, 11.29442], [13.82435, 23.84670, 12.47664], [18.89736, 11.42582, 18.93534], [19.99048, 14.14506, 10.13299], [18.66894, 25.05213, 17.98234], [11.84840, 20.08394, 9.31712], [18.81667, 18.78324, 19.49784], [26.20717, 16.54728, 14.28482], [22.58328, 20.01316, 16.99458], [24.52215, 17.10694, 16.89994], [20.01822, 14.58893, 25.16734], [10.32623, 22.11745, 15.13877], [19.84785, 22.06341, 11.50403], [20.70692, 13.49330, 12.54216], [11.32600, 22.93279, 16.40171], [19.24565, 22.19719, 13.79374], [10.54907, 21.43872, 16.75164], [15.15291, 23.83736, 22.94837], [22.08392, 17.33295, 21.21352], [18.81440, 11.97885, 16.81486], [22.66557, 15.84947, 17.64896], [15.84782, 11.54900, 13.00424], [19.95720, 23.01344, 18.10222], [20.90735, 16.87949, 24.37165], [15.61696, 9.35407, 18.55625], [13.10485, 21.89257, 14.26885], [18.66066, 13.80128, 11.77894], [23.02164, 19.74027, 17.93000], [12.14004, 17.76302, 20.70758], [15.32277, 23.86180, 15.72977], [22.37449, 20.82602, 13.42692], [20.24306, 23.05615, 17.21068], [13.10919, 19.72678, 8.14164], [21.09730, 20.39588, 19.18668], [19.87258, 17.61179, 21.24708], [12.88144, 10.16907, 16.44531], [20.78693, 18.13321, 26.43317], [14.56716, 15.74453, 15.28379], [19.07607, 22.08429, 15.93911], [11.68811, 14.93182, 16.38392], [11.28830, 16.42587, 18.56356], [14.50812, 23.50885, 13.26053], [18.46398, 22.20567, 20.08749], [22.96871, 14.86571, 17.25507], [15.41217, 22.15842, 15.22382], [21.70232, 15.37814, 14.09277], [11.51008, 18.94887, 19.55366], [11.76463, 17.79811, 10.80638], [19.17704, 15.29244, 25.29767], [11.38394, 20.14565, 21.44946], [18.77124, 18.72033, 24.71471], [14.17503, 17.42075, 14.89224], [17.04800, 21.73765, 23.84323], [12.30753, 24.34465, 15.77633], [14.53371, 15.03973, 18.48826], [13.37768, 18.79969, 9.99335], [15.04049, 22.60611, 12.91635], [17.42948, 11.12584, 21.56101], [11.12082, 13.74768, 16.91086], [20.59453, 15.30022, 22.23224], [20.34471, 19.42813, 14.18050], [16.24493, 21.72667, 11.15039], [16.95424, 20.83117, 9.74325], [16.47586, 16.29170, 16.55886], [19.15227, 17.79153, 27.06659], [11.09961, 21.98135, 15.96194], [20.37723, 11.70751, 19.09558], [24.00176, 16.69731, 13.13067], [12.72219, 13.59348, 14.44790], [17.95149, 23.04578, 12.31197], [23.17771, 16.21792, 12.63847], [16.00397, 12.01882, 22.87183], [24.31028, 12.48957, 13.49782], [11.52344, 19.39401, 15.98604], [13.58177, 18.87111, 22.37678], [14.29185, 15.75005, 21.77556], [12.02157, 15.67401, 18.65017], [17.24617, 20.43347, 17.97635], [13.74389, 16.47854, 15.25152], [12.83246, 9.75529, 18.92019], [20.53244, 21.15716, 19.20184], [14.68519, 8.65591, 17.25564], [14.32742, 20.69438, 16.17720], [21.98768, 20.45928, 12.54960], [15.91114, 18.57859, 18.75726], [14.93287, 23.22366, 24.66174], [18.57761, 9.54162, 19.44018], [11.48444, 14.83391, 19.04546], [18.32692, 12.16657, 17.75195], [11.79430, 19.30423, 11.63502], [13.30672, 9.29233, 19.84533], [13.29055, 16.72921, 16.63939], [24.85905, 15.85619, 14.09698], [12.03270, 24.35387, 14.01201], [19.36278, 18.95811, 14.20979], [18.21512, 20.75006, 17.60935], [11.53484, 19.77403, 14.30538], [25.47734, 14.52012, 12.51792], [20.09765, 18.67530, 22.63832], [18.85317, 15.60458, 16.27863], [13.23529, 18.47578, 19.66562], [17.76277, 18.08158, 22.68458], [19.59742, 14.93251, 22.49884], [18.74862, 15.18783, 13.40260], [23.45335, 13.53357, 15.19156], [17.95373, 12.02240, 14.03448], [22.12052, 21.16058, 11.73100], [14.84419, 22.28557, 17.77743], [22.96836, 18.67569, 18.06710], [12.32601, 18.67314, 20.18799], [14.37617, 19.87740, 10.25818], [16.89850, 15.94811, 18.75442], [11.98509, 16.91710, 14.19404], [13.79379, 22.85896, 23.33846], [13.56635, 23.37054, 17.40101], [20.12095, 19.08047, 11.69600], [18.28757, 23.23897, 19.77606], [12.58237, 21.43439, 12.54175], [22.42907, 19.45259, 12.26761], [18.74664, 15.17612, 26.29329], [16.85201, 18.46358, 16.41101], [20.99064, 17.38221, 18.05324], [20.64582, 15.46906, 21.16900], [19.91375, 17.67033, 22.35927], [13.06946, 19.36797, 15.17424], [26.78683, 15.91472, 15.00730], [12.41166, 21.27679, 15.51603], [15.58817, 11.29489, 20.65497], [17.91172, 15.83752, 12.09098], [13.02527, 20.70278, 17.43624], [24.25591, 20.57637, 20.35283], [18.53543, 17.38415, 23.01511], [22.73922, 21.72216, 18.80380], [14.50468, 16.49235, 24.16623], [22.61758, 16.37039, 25.16487], [22.51745, 20.66166, 19.02242], [17.62318, 12.01745, 15.12381], [22.68663, 18.01308, 22.87973], [22.34813, 17.11601, 22.30836], [18.38266, 15.13433, 19.17679], [14.06672, 17.02353, 17.31036], [16.41817, 20.82950, 17.36763], [17.72763, 25.56098, 18.01422], [14.86773, 12.16201, 22.78879], [19.39567, 21.73151, 10.71950], [13.58625, 13.37535, 15.10401], [20.14797, 12.20453, 14.56053], [18.63187, 17.59681, 24.51311], [19.77430, 12.02885, 12.03212], [15.09701, 17.12322, 24.86562], [18.71190, 10.02000, 18.64741], [13.20869, 10.98641, 16.86100], [10.76505, 14.63182, 13.02614], [13.19291, 21.02808, 20.67665], [15.62020, 19.62094, 11.04780], [18.51673, 18.44770, 18.17097], [14.29341, 20.81026, 20.80903], [26.72876, 16.61870, 13.34123], [24.24427, 13.07128, 15.85850], [20.26207, 20.47309, 15.35056], [19.68358, 16.72081, 25.16279], [17.02216, 22.04373, 24.92305], [15.40773, 11.18993, 13.91841], [23.17717, 13.79154, 13.04917], [13.28745, 16.14210, 21.81622], [24.40576, 15.71422, 15.55562], [17.06046, 16.86222, 15.00917], [20.72787, 18.16991, 11.65948], [18.99067, 23.93894, 20.29254], [17.08227, 22.17044, 13.61515], [23.88289, 14.60369, 17.77642], [14.75135, 15.44350, 24.52759], [21.86264, 15.84148, 24.95555], [18.76115, 15.23408, 12.31194], [12.75874, 24.37238, 14.78535], [19.19778, 13.73571, 14.57598], [17.91979, 16.13061, 19.05749], [19.73556, 13.01744, 12.50731], [20.04935, 17.32025, 26.58444], [21.20982, 21.07902, 15.37624], [13.48448, 13.63057, 18.17674], [14.57778, 14.18131, 16.88599], [11.84680, 14.81832, 14.88516], [14.68292, 16.77418, 11.54969], [19.09605, 21.35347, 15.10390], [17.79095, 23.77507, 13.94351], [13.71225, 23.18371, 14.51798], [16.45175, 10.68640, 12.66731], [16.16483, 13.79227, 14.16185], [15.35121, 9.39178, 22.97512], [21.00481, 15.42779, 15.75267], [15.17796, 17.12881, 10.57497], [16.73056, 18.31086, 9.62772], [15.59273, 21.43180, 22.21496], [13.33213, 16.70497, 9.40252], [18.07322, 10.97276, 13.70536], [19.09414, 18.87785, 11.72742], [18.44322, 15.02399, 24.55683], [22.77667, 21.02586, 21.11564], [17.57382, 19.09045, 15.83044], [12.55837, 17.48439, 16.75433], [20.34773, 16.74009, 19.53062], [12.75664, 16.02221, 19.40198], [15.44605, 10.54166, 20.06792], [24.17410, 17.10397, 16.04018], [17.17683, 17.00036, 16.06790], [17.51496, 22.65482, 23.51030], [15.84228, 18.73567, 15.91819], [12.13532, 19.88576, 15.20406], [14.66380, 15.82672, 20.76751], [15.66571, 10.00615, 16.95020], [12.07850, 18.52386, 8.35113], [19.33898, 17.26429, 16.00254], [20.14524, 19.94026, 16.28887], [12.60830, 16.05435, 14.34126], [18.89003, 12.73459, 9.99600], [19.51770, 21.20818, 12.62839], [20.47846, 16.55762, 27.14776], [20.96113, 11.34507, 18.28007], [12.40416, 19.83758, 21.21076], [21.90920, 15.65153, 15.16890], [16.17674, 18.28246, 10.59620], [16.23683, 19.53384, 13.08658], [19.32335, 12.77032, 14.01589], [13.66445, 21.60818, 10.02058], [19.72904, 15.61983, 11.99331], [13.47327, 21.23883, 16.58171], [16.77783, 14.70868, 14.31366], [15.08276, 16.59144, 22.76137], [13.99903, 20.59747, 23.58034], [15.27070, 19.53394, 12.55710], [12.49124, 19.32827, 8.93342], [26.12513, 17.54789, 14.69666], [19.40788, 25.37745, 18.76443], [15.13285, 14.04615, 13.84357], [14.69506, 20.44791, 12.92328], [13.45951, 16.74987, 24.21073], [14.14486, 22.58015, 16.96018], [16.83927, 12.66782, 13.32550], [14.92643, 20.61757, 23.95117], [17.36082, 13.07126, 11.98982], [13.93637, 14.50419, 17.72195], [12.85020, 19.51222, 22.45124], [17.15914, 9.31042, 22.94083], [17.19949, 23.37730, 19.92758], [12.93587, 15.71831, 13.32044], [24.75934, 16.99991, 12.40283], [17.29993, 11.84161, 17.59185], [16.07786, 14.53280, 11.64737], [19.66687, 19.36394, 19.45368], [9.85039, 15.52236, 14.21300], [17.49918, 20.48078, 11.38940], [16.13835, 11.80105, 23.96130], [18.28188, 11.67965, 19.78518], [15.95989, 13.38436, 15.16794], [18.20305, 14.30230, 9.71482], [21.94663, 16.73632, 15.02852], [22.53320, 12.94139, 15.21000], [20.20071, 19.57630, 10.71481], [15.03990, 9.60598, 17.65886], [17.90492, 22.84769, 13.38724], [23.06386, 16.31013, 22.32200], [15.42929, 18.50110, 22.81703], [25.18134, 14.49486, 13.55294]],
  "total_energy_ev": -147722.7750,
  "gap_ev": 8.66,
  "relative_energy_kcal_mol": 0.00,
  "lumo_energy_ev": 0.45
}